The following is a DFT calculation (ωB97M-V with the def2-TZVPD basis set) of 7 unconnected molecules or ions with the total composition C14H28Cl14.

Geometry as XYZ:
```
56
Properties=species:S:1:pos:R:3:forces:R:3:lowdin_spin:R:1
Cl -1.083 3.513 0.873 0.176 0.368 0.175 0.0811
C -2.167 4.894 0.642 -0.805 0.684 -0.940 0.0408
C -1.805 5.720 -0.618 -0.595 -0.415 0.901 0.0355
Cl -0.371 6.733 -0.295 0.479 -0.201 -0.245 0.0107
H -2.265 5.548 1.508 0.604 -0.247 0.166 0.0072
H -3.159 4.461 0.514 -0.039 -0.028 -0.273 0.0299
H -2.551 6.475 -0.865 -0.340 -0.391 0.186 0.0098
H -1.704 5.036 -1.461 0.523 0.257 -0.069 0.0099
Cl 0.038 3.693 -3.671 0.025 -0.121 0.224 0.1025
C 1.353 4.456 -2.714 -0.262 0.819 -0.333 0.0147
C 1.648 5.850 -3.289 -0.222 -0.214 0.557 0.0151
Cl 2.380 5.551 -4.885 0.309 0.593 -0.152 0.0080
H 2.262 3.871 -2.853 -0.249 -0.164 0.238 0.0025
H 1.024 4.463 -1.675 0.142 0.107 -0.081 0.0028
H 2.298 6.419 -2.623 0.621 -0.381 -0.172 0.0031
H 0.820 6.549 -3.407 -0.412 -0.639 -0.191 0.0034
Cl -4.506 0.359 5.953 0.820 -0.088 -0.399 0.0230
C -3.325 1.018 4.735 -0.036 1.012 -0.568 0.0336
C -1.963 0.296 4.653 -1.346 -0.161 0.937 0.0206
Cl -0.796 1.038 3.538 -0.389 -0.028 0.017 0.0206
H -3.236 2.079 4.969 0.276 -0.132 0.233 0.0065
H -3.847 1.011 3.777 0.090 -0.360 -0.012 0.0240
H -2.226 -0.716 4.345 0.620 -0.088 -0.072 0.0069
H -1.505 0.304 5.641 0.009 -0.208 -0.137 0.0016
Cl -2.277 -4.064 -1.288 -0.856 0.248 0.257 0.1111
C -0.684 -4.559 -1.823 0.401 -0.443 1.248 0.0221
C -0.331 -3.903 -3.107 0.575 0.256 -0.851 0.0206
Cl 0.429 -2.289 -2.800 -0.183 -0.264 -0.205 0.0755
H -0.641 -5.648 -1.791 -0.182 -0.012 -0.633 0.0041
H -0.003 -4.274 -1.021 0.165 0.184 -0.139 0.0021
H -1.187 -3.744 -3.764 0.025 0.056 0.225 0.0072
H 0.401 -4.479 -3.672 0.103 0.008 0.119 0.0058
Cl 2.954 -4.123 0.594 0.226 0.336 -0.344 0.0015
C 3.626 -3.257 -0.859 -0.104 -0.211 0.518 0.0076
C 3.556 -4.180 -2.065 -0.135 0.488 -0.449 0.0075
Cl 4.460 -5.701 -1.800 -0.103 0.106 -0.077 0.0055
H 4.639 -2.930 -0.628 0.066 -0.461 0.038 0.0007
H 3.049 -2.334 -0.916 -0.306 -0.280 -0.506 0.0024
H 3.978 -3.729 -2.963 0.321 0.253 0.256 0.0044
H 2.539 -4.408 -2.381 -0.040 -0.224 0.569 0.0022
Cl -0.726 -5.513 1.739 -0.068 -0.114 -0.321 0.0133
C -1.054 -3.820 2.119 1.047 1.110 1.759 0.0163
C 0.077 -3.239 3.053 -0.275 -0.163 -0.987 0.0066
Cl 0.243 -4.244 4.539 -0.011 0.439 -0.265 0.0036
H -1.953 -3.746 2.730 -0.218 -0.304 -0.368 0.0090
H -1.169 -3.219 1.216 0.147 -0.179 0.023 0.0070
H -0.115 -2.201 3.325 -0.545 -0.159 0.246 0.0019
H 1.047 -3.153 2.564 -0.045 -0.668 -0.010 0.0003
Cl 1.063 -1.044 0.780 0.466 -0.416 0.518 0.0162
C -0.004 0.044 -0.075 -0.260 0.589 -1.456 0.0434
C 0.762 1.002 -0.994 -0.213 -0.366 -0.009 0.0222
Cl 1.898 2.011 -0.040 -0.186 0.167 -0.215 0.0068
H -0.667 0.584 0.601 0.273 -0.051 0.174 0.0162
H -0.626 -0.586 -0.710 -0.101 0.062 -0.010 0.0225
H 0.047 1.586 -1.574 -0.089 0.531 0.502 0.0155
H 1.357 0.540 -1.781 0.106 -0.495 0.404 0.0054
```
Forces are in eV/Å.

Values from the calculation:
- Net charge: -1
- <S²>: 0.7504
- HOMO-LUMO gap (alpha / beta): 1.74 / 10.56 eV
- ΔE to the lowest compared entry with this formula, charge and spin: 0.0 kJ/mol
- Multiplicity: 2
- Lowest unoccupied orbital energy (alpha / beta): 0.0811 / 0.0807 hartree



The following is a DFT calculation (ωB97M-V with the def2-TZVPD basis set) of a molecular structure, C14H28CoN3O2Si2.

Geometry as XYZ:
```
50
Properties=species:S:1:pos:R:3:forces:R:3:lowdin_spin:R:1
Co 0.191 0.097 -1.541 0.224 -0.225 -0.384 1.1417
C 2.256 -4.061 -2.108 -0.035 -0.010 -0.022 0.0000
O 0.864 -3.819 -2.443 0.028 -0.022 0.006 -0.0001
C 0.425 -2.605 -2.250 0.054 -0.026 0.057 0.0006
O 1.120 -1.668 -1.840 -0.119 0.074 0.234 0.0013
N -0.884 -2.464 -2.536 -0.026 -0.010 -0.099 0.0024
N -1.431 -1.185 -2.409 -0.155 0.098 -0.122 0.0224
H 2.403 -5.119 -2.287 0.011 -0.001 0.001 0.0000
H 2.429 -3.813 -1.064 0.010 0.000 0.002 0.0000
H 2.895 -3.464 -2.753 0.012 0.001 0.006 0.0000
H -1.421 -3.240 -2.893 0.004 0.013 0.020 0.0007
H -2.196 -1.197 -1.738 0.053 0.017 -0.004 -0.0006
H -1.784 -0.866 -3.307 -0.027 -0.024 0.041 0.0001
C 2.939 0.682 0.030 0.054 0.019 0.041 0.0076
Si 1.566 0.203 1.221 0.039 -0.026 0.048 -0.0069
C 1.680 -1.620 1.644 0.013 0.028 0.007 0.0002
C 1.789 1.216 2.783 -0.015 -0.008 -0.021 -0.0033
C -0.071 0.569 0.369 0.039 0.116 0.235 -0.1133
C -0.202 1.986 -0.056 0.058 -0.091 -0.454 -0.0069
C -0.337 3.184 0.631 -0.004 -0.016 -0.012 -0.0016
C -0.409 4.356 -0.106 -0.005 0.022 -0.046 0.0017
C -0.342 4.323 -1.496 -0.004 -0.006 0.021 -0.0008
C -0.212 3.100 -2.124 -0.058 0.025 0.101 -0.0011
N -0.157 1.974 -1.412 -0.069 0.141 0.333 -0.0190
Si -1.690 -0.087 1.040 -0.115 -0.014 0.122 -0.0180
C -3.103 0.695 0.060 0.061 0.012 -0.014 0.0010
C -1.952 0.392 2.834 0.030 -0.032 -0.042 -0.0097
C -1.762 -1.964 0.927 0.065 -0.042 -0.045 -0.0009
H 3.905 0.430 0.475 0.010 0.022 -0.016 0.0011
H 2.943 1.761 -0.152 -0.021 -0.005 -0.007 -0.0001
H 2.896 0.176 -0.939 -0.043 -0.039 0.022 0.0032
H 2.710 -1.869 1.910 -0.003 0.003 0.012 0.0001
H 1.387 -2.262 0.812 -0.008 0.029 -0.025 0.0000
H 1.055 -1.873 2.503 -0.013 0.006 0.003 0.0000
H 2.756 0.991 3.239 0.003 -0.023 -0.009 -0.0004
H 1.019 1.004 3.526 -0.011 -0.006 -0.011 0.0000
H 1.776 2.289 2.579 -0.002 -0.002 -0.025 0.0000
H -0.378 3.191 1.711 0.005 0.007 0.007 -0.0002
H -0.514 5.307 0.400 0.001 -0.008 0.013 0.0001
H -0.388 5.230 -2.080 -0.003 -0.001 0.001 -0.0002
H -0.152 3.011 -3.201 -0.002 0.013 -0.004 0.0003
H -3.237 1.731 0.382 0.009 -0.009 0.025 0.0000
H -4.045 0.179 0.254 -0.004 -0.015 -0.001 0.0002
H -2.953 0.742 -1.022 0.019 -0.055 -0.004 0.0001
H -1.914 1.474 2.975 0.012 0.000 -0.015 0.0001
H -1.200 -0.058 3.487 0.009 -0.007 -0.007 0.0001
H -2.931 0.054 3.182 -0.009 -0.009 -0.017 -0.0014
H -1.336 -2.392 0.014 -0.051 0.068 0.049 -0.0003
H -2.795 -2.309 1.013 -0.017 0.002 -0.002 0.0001
H -1.208 -2.411 1.756 -0.002 0.016 0.001 -0.0001
```
Forces are in eV/Å.

Values from the calculation:
- Net charge: +1
- <S²>: 0.8866
- HOMO-LUMO gap (alpha / beta): 8.50 / 8.87 eV
- Multiplicity: 2
- Lowest unoccupied orbital energy (alpha / beta): -0.1189 / -0.1003 hartree



The following is a DFT calculation (ωB97M-V with the def2-TZVPD basis set) of a single C14H28N2O3S molecule.

Geometry as XYZ:
```
48
Properties=species:S:1:pos:R:3:forces:R:3:lowdin_charge:R:1
C -4.191 -3.893 0.057 0.031 -0.097 -0.184 -0.0999
C -3.952 -3.231 -1.294 -0.022 -0.200 0.180 -0.2756
C -3.860 -1.720 -1.189 0.849 0.110 0.043 -0.2234
S -2.165 -1.183 -0.803 -0.863 -0.148 -0.120 0.6539
O -1.250 -1.920 -1.631 0.034 -0.290 0.099 -0.2948
O -2.151 0.250 -0.915 -0.151 0.101 0.289 -0.2882
N -1.975 -1.668 0.799 -0.095 0.242 -1.164 -0.2536
C -2.144 -0.595 1.759 -0.193 0.522 0.196 -0.1794
C -0.950 0.375 1.759 0.054 0.037 -0.050 -0.1217
C 0.272 -0.294 1.121 0.094 0.098 0.444 -0.2398
C 1.541 0.463 1.499 -0.401 -0.323 -0.403 -0.4713
O 1.770 0.836 2.631 0.011 0.131 0.380 0.0705
N 2.402 0.632 0.475 0.270 -0.005 -0.464 0.0712
C 3.632 1.379 0.602 0.127 0.310 0.229 -0.1759
C 3.527 2.811 0.068 0.080 -0.377 -0.136 -0.1615
C 3.189 2.892 -1.430 -0.043 0.292 0.128 -0.4392
C 1.685 3.044 -1.659 0.198 -0.171 -0.090 -0.0755
C 3.922 4.065 -2.080 -0.063 -0.314 -0.016 -0.0877
C 0.364 -1.737 1.626 -0.076 0.096 -0.125 -0.1037
C -0.840 -2.525 1.087 0.369 -0.483 -0.052 -0.1926
H -4.183 -4.975 -0.047 -0.032 -0.110 0.055 0.0737
H -3.419 -3.604 0.762 -0.012 -0.062 0.129 0.0490
H -5.157 -3.596 0.459 -0.093 0.015 0.100 0.0767
H -3.015 -3.589 -1.727 -0.120 -0.106 -0.132 0.1000
H -4.761 -3.501 -1.976 0.081 0.079 -0.044 0.1107
H -4.492 -1.310 -0.408 -0.119 0.127 0.084 0.1014
H -4.080 -1.226 -2.133 0.040 0.128 -0.047 0.1029
H -3.062 -0.070 1.498 -0.027 0.051 0.267 0.1171
H -2.273 -1.062 2.739 -0.065 0.002 -0.077 0.1310
H -1.201 1.270 1.191 -0.003 0.024 0.090 0.1136
H -0.694 0.665 2.780 0.011 -0.005 -0.039 0.1194
H 0.152 -0.310 0.033 0.169 0.079 0.084 0.1189
H 2.128 0.348 -0.452 -0.122 -0.040 0.151 0.1371
H 3.868 1.406 1.669 0.066 -0.083 -0.148 0.1189
H 4.424 0.841 0.073 -0.010 0.045 0.069 0.1224
H 4.489 3.293 0.252 0.035 0.057 0.048 0.1102
H 2.772 3.348 0.644 -0.006 0.090 0.077 0.1216
H 3.530 1.970 -1.917 0.015 -0.024 0.000 0.1295
H 1.117 2.256 -1.171 -0.126 -0.034 0.039 0.0591
H 1.458 3.017 -2.723 -0.086 0.020 -0.107 0.0778
H 1.344 3.998 -1.264 -0.062 0.111 0.066 0.0832
H 3.643 4.999 -1.597 -0.025 0.141 0.061 0.0815
H 3.668 4.136 -3.135 -0.006 0.076 -0.130 0.0742
H 5.000 3.943 -1.995 0.122 0.044 0.005 0.0744
H 0.365 -1.722 2.717 0.068 0.002 0.021 0.1266
H 1.292 -2.203 1.292 0.005 -0.060 0.063 0.1253
H -0.586 -3.016 0.147 0.099 -0.127 0.224 0.1097
H -1.156 -3.286 1.809 -0.006 0.027 -0.092 0.1222
```
Forces are in eV/Å.

Values from the calculation:
- SMILES: CCCS(=O)(=O)N1CCC(C(=O)NCCC(C)C)CC1
- Net charge: 0
- HOMO-LUMO gap: 10.15 eV
- ΔE to the lowest compared entry with this formula, charge and spin: 25.1 kJ/mol
- Lowest unoccupied orbital energy: 0.0270 hartree



Question: net charge of number 1 (C14H28Cl14)?
Answer: -1



Question: net charge of number 3 (C14H28N2O3S)?
Answer: 0



Question: net charge of number 3 (C14H28N2O3S)?
Answer: 0



Question: Among the records above, which one has the lowest net charge?
Answer: C14H28Cl14